[1]
{"formula": "C4H9NS2", "method": "wB97M-V/def2-TZVPD", "homo_energy_ev": -8.944, "e_tot_ev": -27452.67409, "gap_ev": 9.5233, "smiles": "CC/C(=N/S)SC", "lumo_ev": 0.58, "largest_force_ev_per_a": 4.0, "total_charge": 0, "de_lowest_ev": 2.071, "symbols": ["C", "C", "C", "N", "S", "S", "C", "H", "H", "H", "H", "H", "H", "H", "H", "H"], "coordinates": [[-0.47, 2.82, 0.17], [-0.82, 1.67, -0.75], [-0.22, 0.36, -0.39], [0.65, -0.11, -1.17], [1.23, -1.75, -1.30], [-1.08, -0.39, 1.02], [0.42, -0.50, 2.11], [-1.02, 2.58, 1.18], [0.66, 2.67, 0.28], [-0.73, 3.88, -0.12], [-0.32, 1.98, -1.62], [-1.91, 1.53, -0.73], [0.60, -2.26, -0.25], [1.37, -0.95, 1.75], [0.15, -0.85, 3.00], [0.75, 0.48, 2.39]]}

=====

[2]
{"formula": "C4H9NS3", "method": "wB97M-V/def2-TZVPD", "homo_energy_ev": -8.568, "e_tot_ev": -38287.52731, "gap_ev": 8.3218, "smiles": "C[C@@](N)(CS)C(=S)S", "lumo_ev": -0.25, "largest_force_ev_per_a": 4.4, "total_charge": 0, "de_lowest_ev": 2.022, "symbols": ["C", "C", "N", "C", "S", "C", "S", "S", "H", "H", "H", "H", "H", "H", "H", "H", "H"], "coordinates": [[0.42, 1.03, 1.75], [0.04, 0.55, 0.27], [-0.87, 1.60, -0.27], [1.29, 0.10, -0.44], [2.55, 1.45, -0.61], [-0.82, -0.87, 0.13], [-0.85, -2.06, 1.20], [-1.85, -0.79, -1.24], [0.87, 0.26, 2.34], [-0.61, 1.02, 2.34], [0.94, 2.02, 1.71], [-0.14, 2.42, -0.72], [-1.41, 2.05, 0.53], [1.16, -0.68, -1.29], [1.81, -0.54, 0.23], [2.11, 2.01, -1.79], [-1.71, -2.18, -1.21]]}

=====

[3]
{"formula": "C4H9O", "method": "wB97M-V/def2-TZVPD", "homo_energy_ev": [-9.756, -9.754], "e_tot_ev": -6338.01705, "s_squared": 0.753, "gap_ev": [10.7733, 7.6922], "spin_multiplicity": 2, "lumo_ev": [1.02, -2.06], "largest_force_ev_per_a": 3.3, "total_charge": 0, "de_lowest_ev": 1.017, "symbols": ["C", "C", "C", "C", "H", "H", "H", "H", "H", "H", "H", "H", "O", "H"], "coordinates": [[1.99, 0.58, 0.24], [0.78, -0.36, 0.20], [-0.49, 0.33, -0.18], [-0.93, 0.43, -1.42], [2.90, 0.05, 0.55], [2.18, 1.03, -0.73], [1.84, 1.39, 0.95], [0.97, -1.18, -0.50], [0.65, -0.84, 1.18], [-1.06, 0.79, 0.61], [-1.85, 0.93, -1.65], [-0.38, 0.02, -2.24], [-3.00, -1.83, 1.74], [-3.59, -1.33, 1.25]]}

=====

[4]
{"formula": "C4H9O2", "method": "wB97M-V/def2-TZVPD", "homo_energy_ev": -3.821, "e_tot_ev": -8389.99735, "gap_ev": 7.6535, "lumo_ev": 3.83, "largest_force_ev_per_a": 1.7, "total_charge": -1, "de_lowest_ev": 0.494, "symbols": ["C", "C", "O", "O", "H", "H", "H", "C", "C", "H", "H", "H", "H", "H", "H"], "coordinates": [[-0.99, 1.06, 1.94], [0.06, 0.12, 2.56], [0.49, -0.76, 1.78], [0.48, 0.42, 3.71], [-0.93, 0.87, 0.84], [-0.69, 2.04, 2.34], [-2.02, 0.97, 2.31], [0.38, -1.22, -1.61], [0.49, 0.11, -2.33], [0.74, -1.09, -0.59], [-0.60, -1.72, -1.63], [1.08, -1.99, -2.02], [0.62, -0.12, -3.36], [-0.40, 0.69, -2.06], [1.31, 0.62, -1.87]]}

=====

[5]
{"formula": "C4H9O2", "method": "wB97M-V/def2-TZVPD", "homo_energy_ev": -3.924, "e_tot_ev": -8390.45804, "gap_ev": 8.2443, "lumo_ev": 4.32, "largest_force_ev_per_a": 0.3, "total_charge": -1, "de_lowest_ev": 0.034, "symbols": ["O", "C", "O", "C", "H", "H", "H", "C", "C", "H", "H", "H", "H", "H", "H"], "coordinates": [[0.06, 1.21, -0.25], [-0.03, 0.80, -1.44], [0.25, -0.34, -1.88], [-0.51, 1.84, -2.47], [-0.31, 1.48, -3.48], [-1.57, 2.07, -2.37], [0.04, 2.77, -2.30], [0.75, -1.61, 1.34], [-0.22, -0.88, 2.25], [0.24, -2.30, 0.66], [1.54, -2.15, 1.87], [1.20, -0.88, 0.68], [-0.79, -1.55, 2.91], [0.29, -0.15, 2.87], [-0.91, -0.32, 1.62]]}

=====

[6]
{"formula": "C4H9O2", "method": "wB97M-V/def2-TZVPD", "homo_energy_ev": -3.108, "e_tot_ev": -8385.41824, "gap_ev": 7.2679, "lumo_ev": 4.16, "largest_force_ev_per_a": 4.5, "total_charge": -1, "de_lowest_ev": 5.074, "symbols": ["C", "C", "C", "O", "C", "O", "H", "H", "H", "H", "H", "H", "H", "H", "H"], "coordinates": [[-0.90, 0.80, 0.42], [0.55, -0.13, 0.29], [0.66, -0.20, -1.25], [-0.90, -2.44, -0.11], [0.25, 1.39, 1.01], [0.85, 2.45, 0.60], [-1.18, 1.07, -0.57], [-1.65, 0.31, 1.03], [-1.85, -2.56, 0.05], [0.14, -1.07, 0.72], [-0.02, -0.96, -1.60], [1.67, -0.45, -1.56], [0.47, 0.79, -1.66], [1.59, -0.21, 0.53], [0.31, 1.21, 2.10]]}